P | C6H9N3 | the ωB97M-V functional and the def2-TZVPD basis

XYZ file:
```
18
Properties=species:S:1:pos:R:3:nbo_charge:R:1
C 3.001 0.524 0.639 -0.290
C -0.716 -2.391 -0.759 -0.377
C 1.665 0.689 0.591 -0.331
C -1.058 -1.367 -0.046 -0.248
C 1.251 1.127 -0.709 0.277
C -1.314 -0.023 -0.507 0.018
N 0.867 1.485 -1.716 -0.359
N -1.730 2.179 -0.048 -0.629
N -1.207 0.935 0.295 -0.264
H 3.507 0.172 1.489 0.200
H 3.626 1.074 -0.150 0.219
H -0.310 -3.405 -0.385 0.224
H -0.651 -2.113 -1.842 0.200
H 0.925 0.742 1.395 0.274
H -1.143 -1.235 1.077 0.216
H -1.564 0.162 -1.587 0.163
H -1.651 2.396 -1.046 0.349
H -1.312 2.920 0.471 0.360
```

## Properties
- E_LUMO: 0.012 hartree
- Charge: 0
- Structure (SMILES): C=C/C=N/N.C=CC#N
- HOMO level: -8.65 eV
- Orbital gap: 8.9833 eV
- M: 123.16 g mol⁻¹


Q | C6H9N3 | the ωB97M-V functional and the def2-TZVPD basis

XYZ file:
```
18
Properties=species:S:1:pos:R:3:nbo_charge:R:1
C 2.172 0.757 0.202 0.240
C 1.187 -0.433 -0.002 0.043
C -0.513 1.530 -0.117 -0.624
C -0.803 -0.458 1.388 -0.611
C -0.866 -0.813 -1.142 -0.623
C -0.317 0.018 0.049 -0.060
N 2.942 1.531 0.399 -0.313
N 1.779 -1.687 0.315 -0.052
N 1.731 -1.523 -0.884 -0.004
H -1.488 1.734 0.072 0.216
H -0.429 1.864 -1.192 0.221
H 0.187 2.277 0.420 0.240
H -0.245 0.252 2.128 0.230
H -1.926 -0.303 1.230 0.219
H -0.607 -1.504 1.488 0.216
H -0.524 -1.826 -0.820 0.208
H -0.346 -0.707 -2.105 0.228
H -1.933 -0.710 -1.431 0.228
```

## Properties
- E_LUMO: -0.001 hartree
- Charge: 0
- Structure (SMILES): CC(C)(C)C1(C#N)N=N1
- HOMO level: -10.52 eV
- Orbital gap: 10.5000 eV
- M: 123.16 g mol⁻¹


R | C6H9N3 | the ωB97M-V functional and the def2-TZVPD basis

XYZ file:
```
18
Properties=species:S:1:pos:R:3:nbo_charge:R:1
C -0.927 0.977 -0.028 0.401
C -0.121 -0.659 -0.043 0.091
N -0.161 2.112 0.170 -0.847
C -0.174 0.385 -1.999 -0.056
C 0.331 -0.700 -1.593 -0.269
C 1.127 -0.427 0.764 -0.202
C 1.413 -1.133 1.851 -0.367
N -2.171 0.977 0.200 -0.695
N -1.059 -1.534 0.264 -0.668
H -0.686 2.949 0.380 0.398
H 0.678 2.247 -0.367 0.380
H -2.510 0.011 0.204 0.378
H -0.969 -2.397 -0.269 0.335
H -0.508 1.221 -2.574 0.252
H 0.880 -1.541 -1.991 0.247
H 1.794 0.348 0.410 0.205
H 2.322 -0.937 2.407 0.204
H 0.744 -1.900 2.215 0.214
```

## Properties
- E_LUMO (alpha / beta): -0.034 / -0.018 hartree
- Charge: 0
- HOMO level (alpha / beta): -8.12 / -8.70 eV
- Orbital gap (alpha / beta): 7.1983 / 8.2146 eV
- M: 123.16 g mol⁻¹


S | C6H9N3 | the ωB97M-V functional and the def2-TZVPD basis

XYZ file:
```
18
Properties=species:S:1:pos:R:3:nbo_charge:R:1
C 1.676 -1.589 -0.423 -0.626
C 1.068 -0.443 0.334 -0.195
C -0.461 -0.549 0.828 -0.234
C -2.912 0.593 -0.258 -0.179
C 0.420 0.889 -0.300 -0.104
C 1.437 2.170 -0.237 0.250
H 2.684 -1.281 -0.671 0.226
H 1.577 -2.477 0.437 0.223
H 1.231 -1.895 -1.424 0.214
H 1.980 -0.225 1.144 0.234
H -0.696 -0.913 1.706 0.201
H -0.862 -1.086 -0.068 0.171
H -3.727 1.187 -0.637 0.208
H -2.996 -0.507 0.221 0.202
H 0.070 0.681 -1.432 0.222
N -0.673 0.883 0.608 -0.287
N -1.849 1.499 -0.126 -0.202
N 2.033 3.060 0.299 -0.325
```

## Properties
- E_LUMO: 0.017 hartree
- Charge: 0
- HOMO level: -9.81 eV
- Orbital gap: 10.2660 eV
- M: 123.16 g mol⁻¹


Least stable structure: R


P | C4H9N2 | the ωB97M-V functional and the def2-TZVPD basis

XYZ file:
```
15
Properties=species:S:1:pos:R:3:nbo_charge:R:1
C -1.927 0.171 0.223 0.030
C -1.846 1.308 0.579 -0.303
C -1.763 -1.157 -0.392 -0.681
C 1.933 0.182 -0.163 -0.152
N 1.893 -0.556 0.908 -0.434
N 0.996 0.911 -0.691 -0.364
H -2.028 2.267 0.930 0.257
H -2.561 -1.735 0.134 0.273
H -1.835 -0.995 -1.380 0.247
H 2.748 0.354 -0.766 0.198
H 1.014 -0.575 1.372 0.419
H 2.719 -1.140 1.068 0.451
H 1.364 1.610 -1.298 0.426
H 0.118 0.866 -0.240 0.419
H -0.826 -1.512 -0.283 0.212
```

## Properties
- E_LUMO (alpha / beta): -0.119 / -0.330 hartree
- Charge: +1
- <S²>: 2.01
- HOMO level (alpha / beta): -10.69 / -14.34 eV
- 2S+1: 3
- Orbital gap (alpha / beta): 7.4612 / 5.3595 eV
- M: 85.13 g mol⁻¹


Q | C4H9N2 | the ωB97M-V functional and the def2-TZVPD basis

XYZ file:
```
15
Properties=species:S:1:pos:R:3:nbo_charge:R:1
C -2.305 -0.710 0.127 -0.120
C 0.837 -0.977 -0.071 -0.662
C 0.539 1.606 0.181 -0.658
C 0.082 0.281 -0.434 0.212
N -2.340 0.716 -0.176 -0.004
N -1.265 0.141 -0.347 -0.187
H -2.284 -1.003 1.172 0.242
H -2.780 -1.399 -0.558 0.248
H 1.857 -0.931 -0.441 0.263
H 0.884 -1.103 1.009 0.283
H 0.365 -1.859 -0.502 0.256
H -0.026 2.443 -0.224 0.265
H 1.595 1.764 -0.023 0.254
H 0.395 1.583 1.262 0.280
H 0.627 0.552 -1.855 0.328
```

## Properties
- E_LUMO (alpha / beta): -0.147 / -0.345 hartree
- Charge: +1
- <S²>: 2.01
- HOMO level (alpha / beta): -13.27 / -16.13 eV
- 2S+1: 3
- Orbital gap (alpha / beta): 9.2663 / 6.7512 eV
- M: 85.13 g mol⁻¹


Least stable structure: Q


P | BrH16O8 | the ωB97M-V functional and the def2-TZVPD basis

XYZ file:
```
25
Properties=species:S:1:pos:R:3:nbo_charge:R:1
Br -0.355 -0.110 0.446 -0.925
O 1.735 2.491 -0.815 -0.955
H 2.011 2.814 0.043 0.453
H 1.137 1.770 -0.618 0.492
O -0.921 -3.190 1.411 -0.966
H -0.932 -2.242 1.278 0.491
H -0.041 -3.377 1.739 0.458
O 2.708 -0.833 1.695 -0.947
H 3.405 -0.305 2.085 0.453
H 1.903 -0.360 1.903 0.489
O -1.820 -1.979 -2.072 -0.959
H -1.300 -1.554 -1.390 0.486
H -1.274 -2.705 -2.373 0.462
O -2.624 0.275 3.027 -0.939
H -1.745 0.497 2.722 0.483
H -2.806 0.910 3.720 0.452
O 2.434 -0.892 -1.579 -0.958
H 3.133 -0.494 -1.059 0.464
H 1.640 -0.745 -1.066 0.483
O 0.073 0.483 -3.329 -0.939
H -0.596 1.089 -3.646 0.455
H -0.263 0.172 -2.489 0.480
O -2.134 2.834 0.361 -0.965
H -1.568 2.063 0.352 0.493
H -1.798 3.386 -0.345 0.458
```

## Properties
- E_LUMO: 0.106 hartree
- Charge: -1
- HOMO level: -6.30 eV
- Orbital gap: 9.1851 eV
- M: 224.02 g mol⁻¹


Q | BrH16O8 | the ωB97M-V functional and the def2-TZVPD basis

XYZ file:
```
25
Properties=species:S:1:pos:R:3:nbo_charge:R:1
Br 0.031 0.513 -0.708 -0.893
O -1.176 -2.126 0.794 -0.952
H -0.840 -1.478 0.152 0.487
H -0.544 -2.089 1.456 0.441
O 1.989 0.471 2.203 -0.939
H 1.547 -0.323 2.585 0.463
H 1.424 0.684 1.456 0.493
O 2.131 -1.450 -2.878 -0.958
H 1.985 -0.553 -2.584 0.482
H 1.883 -2.053 -2.230 0.476
O -1.106 -1.343 -3.429 -0.940
H -0.598 -0.741 -2.939 0.477
H -0.448 -1.551 -4.137 0.459
O -3.339 1.391 -1.047 -0.945
H -3.447 1.002 -0.207 0.461
H -2.376 1.586 -0.941 0.477
O -1.168 0.265 2.574 -0.958
H -0.686 0.211 1.727 0.491
H -0.616 0.001 3.302 0.464
O -1.135 2.852 1.687 -0.972
H -0.933 2.638 0.791 0.469
H -0.877 2.038 2.163 0.479
O 3.128 -0.144 -0.061 -0.998
H 2.340 0.171 -0.568 0.468
H 2.829 0.027 0.841 0.469
```

## Properties
- E_LUMO: 0.099 hartree
- Charge: -1
- HOMO level: -6.69 eV
- Orbital gap: 9.3740 eV
- M: 224.02 g mol⁻¹


Least stable structure: Q


P | C4H12OSi | the ωB97M-V functional and the def2-TZVPD basis

XYZ file:
```
18
Properties=species:S:1:pos:R:3:nbo_charge:R:1
C 1.145 0.589 1.791 -0.649
C 0.192 0.525 -2.101 -1.111
C -0.668 -2.148 -0.648 -1.153
C -0.088 1.367 1.660 -0.024
O -1.073 0.506 0.661 -0.967
Si -0.927 -0.258 -0.767 1.674
H 0.987 -0.554 1.958 0.223
H 1.794 0.570 0.956 0.210
H 1.749 1.060 2.594 0.220
H 0.024 1.548 -1.836 0.233
H 1.222 0.165 -1.946 0.220
H -0.039 0.348 -3.107 0.243
H -0.786 -2.609 0.349 0.246
H -1.161 -2.910 -1.332 0.257
H 0.417 -2.191 -0.992 0.226
H 0.116 2.357 1.301 0.192
H -0.617 1.353 2.646 0.200
H -2.288 0.284 -1.188 -0.240
```

## Properties
- E_LUMO: 0.034 hartree
- Charge: 0
- Structure (SMILES): CCO[SiH](C)C
- HOMO level: -9.41 eV
- Orbital gap: 10.3479 eV
- M: 104.22 g mol⁻¹


Q | C4H12OSi | the ωB97M-V functional and the def2-TZVPD basis

XYZ file:
```
18
Properties=species:S:1:pos:R:3:nbo_charge:R:1
O 0.385 1.161 0.881 -0.878
C -0.168 1.103 2.145 -0.229
C -1.624 0.284 -1.101 -1.140
C 0.230 -1.759 0.269 -1.133
C 1.569 0.232 -1.512 -1.128
Si 0.079 0.031 -0.349 1.863
H 0.289 1.844 2.780 0.184
H -0.016 0.113 2.570 0.159
H -1.250 1.243 2.078 0.158
H -1.730 1.271 -1.564 0.243
H -2.382 0.222 -0.326 0.240
H -1.792 -0.532 -1.807 0.241
H -0.630 -1.971 0.916 0.227
H 1.128 -1.795 0.864 0.236
H 0.349 -2.465 -0.555 0.241
H 2.072 -0.659 -1.867 0.238
H 1.167 0.801 -2.367 0.229
H 2.323 0.879 -1.055 0.250
```

## Properties
- E_LUMO: 0.034 hartree
- Charge: 0
- Structure (SMILES): CO[Si](C)(C)C
- HOMO level: -9.88 eV
- Orbital gap: 10.8037 eV
- M: 104.22 g mol⁻¹


Least stable structure: P


P | C2H5BrS | the ωB97M-V functional and the def2-TZVPD basis

XYZ file:
```
9
Properties=species:S:1:pos:R:3:nbo_charge:R:1
C -0.575 -0.754 -0.354 -0.665
C 0.619 -0.056 0.310 -0.225
S 0.267 1.943 -0.251 -0.154
Br 2.552 -0.416 -0.001 0.045
H -0.191 -1.424 -1.139 0.226
H -1.082 -1.307 0.350 0.217
H -1.196 -0.085 -0.871 0.241
H 0.422 0.105 1.319 0.190
H -0.816 1.994 0.637 0.125
```

## Properties
- E_LUMO: 0.018 hartree
- Charge: 0
- Structure (SMILES): C[C@H](S)Br
- HOMO level: -9.25 eV
- Orbital gap: 9.7492 eV
- M: 141.03 g mol⁻¹


Q | C2H5BrS | the ωB97M-V functional and the def2-TZVPD basis

XYZ file:
```
9
Properties=species:S:1:pos:R:3:nbo_charge:R:1
C -0.547 0.758 0.635 -0.719
C 0.346 -0.224 0.049 -0.193
S -0.050 -1.932 0.145 0.051
Br 2.292 0.115 -0.099 -0.001
H -1.445 0.338 0.284 0.244
H -0.365 0.896 1.648 0.221
H -0.280 1.667 0.280 0.236
H -0.853 0.857 -2.216 0.003
H 0.903 -2.476 -0.725 0.158
```

## Properties
- E_LUMO (alpha / beta): -0.005 / -0.014 hartree
- Charge: 0
- HOMO level (alpha / beta): -9.87 / -7.67 eV
- Orbital gap (alpha / beta): 9.7284 / 7.2765 eV
- M: 141.03 g mol⁻¹


Least stable structure: Q